# 1
Molecular formula: C18H46N2O6
Method: DFT, ωB97M-V/def2-TZVPD

SMILES string = CC1(C)CCCC(C)(C)N1O.CC1(C)CCCC(C)(C)N1O.O.O.O.O
energy relative to the best compared isomer or geometry (same formula, charge and spin) = 3.8 kJ/mol
calculated total energy = -1274.30309 a.u.
LUMO level = 0.0135 Ha
HOMO energy = -8.67 eV

Geometry as ORCA input:
```
! RIJCOSX wB97M-V def2-TZVPD def2/J DEFGRID3
* xyz 0 1
C 0.234 0.377 4.604
C 0.057 0.166 3.093
C 0.978 -0.937 2.608
C -1.395 -0.251 2.784
C -2.404 0.876 2.950
C -2.004 2.026 2.049
C -0.597 2.529 2.274
C -0.200 3.464 1.155
C -0.585 3.342 3.589
N 0.304 1.369 2.274
O 1.651 1.786 2.453
H -0.164 -0.514 5.101
H 1.288 0.394 4.898
H -0.256 1.242 5.039
H 1.943 -0.924 3.110
H 0.561 -1.895 2.963
H 0.976 -1.032 1.528
H -1.369 -0.659 1.769
H -1.647 -1.067 3.468
H -3.410 0.507 2.752
H -2.380 1.173 4.003
H -2.699 2.874 2.163
H -2.186 1.792 0.995
H -0.897 4.308 1.113
H -0.251 3.020 0.158
H 0.782 3.933 1.227
H 0.423 3.519 3.966
H -1.186 2.910 4.388
H -1.051 4.304 3.371
H 1.702 2.220 3.320
C -2.618 -0.461 -1.497
C -1.331 0.181 -2.039
C -1.492 1.690 -2.098
C -0.201 -0.204 -1.083
C 1.188 -0.039 -1.655
C 1.320 -0.730 -2.995
C 0.242 -0.334 -4.018
C 0.502 1.079 -4.568
C 0.258 -1.364 -5.126
N -1.070 -0.461 -3.343
O -2.085 -0.042 -4.258
H -3.465 -0.076 -2.077
H -2.825 -0.068 -0.496
H -2.583 -1.545 -1.484
H -0.536 2.188 -2.254
H -1.835 2.004 -1.108
H -2.248 2.012 -2.809
H -0.303 0.355 -0.146
H -0.355 -1.252 -0.791
H 1.959 -0.448 -0.995
H 1.504 1.010 -1.706
H 1.301 -1.819 -2.892
H 2.274 -0.497 -3.482
H 1.166 1.060 -5.432
H -0.442 1.511 -4.898
H 0.960 1.717 -3.813
H -0.648 -1.391 -5.733
H 1.025 -1.094 -5.861
H 0.451 -2.367 -4.750
H -2.690 -0.789 -4.271
O 2.001 -4.549 2.547
H 2.163 -4.108 1.703
H 2.044 -5.489 2.354
O 5.156 -2.194 0.396
H 5.314 -1.263 0.219
H 4.303 -2.226 0.843
O 0.067 -4.326 -1.692
H -0.522 -4.655 -1.007
H -0.509 -3.902 -2.336
O 2.151 -2.794 0.198
H 2.116 -1.876 -0.088
H 2.076 -3.299 -0.621
*
```

***

# 2
Molecular formula: CH4N2O2S
Method: DFT, ωB97M-V/def2-TZVPD

energy relative to the best compared isomer or geometry (same formula, charge and spin) = 178.6 kJ/mol
calculated total energy = -698.45327 a.u.
LUMO level (spin up / spin down) = 0.0189 / -0.1399 Ha
HOMO energy (spin up / spin down) = -6.34 / -10.95 eV

Geometry as ORCA input:
```
! RIJCOSX wB97M-V def2-TZVPD def2/J DEFGRID3
* xyz 0 3
C -0.439 1.602 -0.805
N 0.092 0.503 -0.617
N -0.600 -0.317 1.602
O 1.163 1.547 1.509
O 1.842 -0.704 0.833
S 0.786 0.302 0.930
H -0.774 1.686 -1.763
H -0.440 2.475 -0.067
H -1.368 0.311 1.738
H -0.729 -1.393 1.609
*
```

***

Q: Look up the energy relative to the best compared isomer or geometry (same formula, charge and spin) of the first one.
A: 3.8 kJ/mol

***

Q: What is the formula in the second record?
A: CH4N2O2S

***

Q: The highest calculated total energy belongs to which entry?
A: CH4N2O2S